A molecular structure, C4H4BrNO2S2, computed with ωB97M-V with the def2-TZVPD basis set.

The value obtained for the strongest force on any atom is 3.45 eV/A. The total charge is 0. The HOMO energy is -9.02 eV. The relative energy (zero: lowest compared OMol25 entry of this formula, charge and spin) is 0.7783 eV. As for the total energy: -3730.29129 hartree. For the gap between HOMO and LUMO, the calculation gives 6.77 eV.

Cartesian coordinates (Å):
C1 2.02832 -1.10706 -0.63068
O1 0.93483 2.02012 -0.32094
H1 -2.03379 -0.04817 -1.31453
S1 2.38365 -2.34306 -1.64007
H2 2.81467 -0.59682 -0.08466
N1 -0.37998 -1.14590 -0.73924
Br1 -2.00302 2.54021 0.45436
O2 1.36626 0.76319 1.76844
H3 -1.37723 0.59094 1.93484
C2 0.71625 -0.62468 -0.39768
C3 -1.60087 -0.66071 -0.53320
S2 0.58365 0.95958 0.57931
C4 -1.13807 0.97638 0.95747
H4 -2.29467 -1.32402 -0.03343

Forces on atoms 1 to 3 (eV/Å):
1.837 -1.565 -1.179
-0.050 -0.068 -0.291
0.040 0.047 -0.145